(1)
Density functional theory data (the ωB97M-V functional and the def2-TZVPD basis) for C6H19N5NaO7S as an isolated structure at a distorted geometry.

The geometry in ORCA input format:
```
! wB97M-V def2-TZVPD RIJCOSX def2/J DEFGRID3
* xyz -1 1
Na -0.57 -0.62 -0.05
S -1.13 -2.56 2.47
O 0.31 -2.63 2.08
O -1.89 -3.71 1.94
O -1.29 -2.41 3.92
O -1.69 -1.32 1.78
C 2.29 0.79 1.01
C 1.75 1.34 -0.30
C 2.04 0.40 -1.46
O 1.40 -0.82 -1.22
C 1.78 -1.82 -2.14
N 0.29 1.66 -0.26
H 2.18 -0.29 1.11
H 1.83 1.30 1.86
H 3.35 1.01 1.17
H 2.25 2.28 -0.56
H 3.11 0.41 -1.69
H 1.68 0.88 -2.40
H 2.86 -1.95 -2.17
H 1.39 -1.65 -3.15
H 1.37 -2.76 -1.77
H 0.13 2.27 0.53
H 0.14 2.23 -1.09
C -1.77 -0.80 -3.32
O -1.51 -0.94 -2.15
N -2.24 -1.85 -4.08
N -1.66 0.40 -3.97
H -2.17 -2.77 -3.68
H -2.30 -1.76 -5.07
H -1.66 0.47 -4.97
H -1.30 1.16 -3.43
C -1.15 1.37 4.26
O -1.19 0.56 5.16
N -1.31 1.09 2.92
N -0.93 2.72 4.53
H -0.96 1.82 2.32
H -1.52 0.10 2.57
H -0.80 2.95 5.49
H -1.10 3.43 3.84
*
```

Output
F_max: 1.533 eV/Å
DFT total energy: -43568.8906 eV
LUMO level: 1.218 eV
HOMO energy: -0.105 Ha
Kohn-Sham gap: 4.1 eV

(2)
Density functional theory data (the ωB97M-V functional and the def2-TZVPD basis) for a 2-piece molecular cluster, C3H12NOS overall at a distorted geometry.

The geometry in ORCA input format:
```
! wB97M-V def2-TZVPD RIJCOSX def2/J DEFGRID3
* xyz 1 1
C -0.48 0.73 0.68
C 0.01 -0.69 0.32
C -1.23 -1.59 0.18
S -0.62 -3.34 0.42
N 0.73 1.64 0.97
H -1.07 1.11 -0.15
H -1.08 0.79 1.59
H 0.75 -1.06 1.02
H 0.45 -0.59 -0.67
H -1.65 -1.56 -0.82
H -1.97 -1.37 0.94
H -0.69 -3.69 -0.88
H 1.28 2.04 0.20
H 0.36 2.39 1.54
H 1.40 1.10 1.52
H 1.47 2.01 -2.62
H 1.19 0.61 -2.37
O 1.15 1.47 -1.88
*
```

Output
F_max: 2.103 eV/Å
DFT total energy: -17671.8160 eV
LUMO level: -3.413 eV
HOMO energy: -0.450 Ha
Kohn-Sham gap: 8.8 eV

(3)
Density functional theory data (the ωB97M-V functional and the def2-TZVPD basis) for a 2-piece molecular cluster, C7H18NO2 overall at a distorted geometry.

The geometry in ORCA input format:
```
! wB97M-V def2-TZVPD RIJCOSX def2/J DEFGRID3
* xyz 1 1
C 2.30 0.14 1.55
C 3.91 -0.78 -0.12
C 2.30 1.15 -0.74
C -4.43 -0.69 -0.71
C -3.30 1.17 0.47
C -2.06 -0.67 -0.29
C 2.49 -0.10 0.13
N -3.25 -0.14 -0.14
O -1.00 -0.08 0.14
O 1.45 -1.15 -0.30
H 1.23 0.49 1.76
H 2.54 -0.68 2.18
H 2.85 0.91 2.00
H 3.90 -1.49 -0.93
H 4.19 -1.18 0.76
H 4.61 -0.02 -0.40
H 2.29 1.05 -1.78
H 1.43 1.48 -0.40
H 3.08 1.82 -0.36
H -4.15 -1.29 -1.54
H -4.97 -1.14 0.14
H -4.93 0.17 -1.24
H -2.42 1.70 0.39
H -4.07 1.78 -0.02
H -3.59 1.14 1.45
H -2.09 -1.70 -0.72
H 1.75 -1.44 -1.19
H -0.08 -0.43 -0.07
*
```

Output
F_max: 4.129 eV/Å
DFT total energy: -13128.6659 eV
LUMO level: -3.290 eV
HOMO energy: -0.511 Ha
Kohn-Sham gap: 10.6 eV

(4)
Density functional theory data (the ωB97M-V functional and the def2-TZVPD basis) for C6H11N2S as an isolated structure at a distorted geometry.

The geometry in ORCA input format:
```
! wB97M-V def2-TZVPD RIJCOSX def2/J DEFGRID3
* xyz 1 1
C -2.85 -1.52 0.62
C -1.48 -1.43 -1.14
C -0.77 -1.54 -2.34
C 1.27 -0.01 1.08
C 0.13 2.13 0.44
C 0.26 0.57 0.12
N -2.43 -1.88 -0.54
N -0.99 -0.09 0.11
S -1.96 -0.28 1.34
H -3.62 -2.16 1.13
H -1.41 -2.13 -2.96
H -0.69 -0.57 -2.76
H 0.14 -2.11 -2.33
H 1.44 -1.16 0.75
H 1.00 -0.09 2.15
H 2.17 0.58 0.95
H 0.40 2.30 1.53
H -0.94 2.35 0.25
H 0.72 2.80 -0.25
H 0.88 0.36 -0.75
*
```

Output
F_max: 5.191 eV/Å
DFT total energy: -20205.8774 eV
LUMO level (alpha / beta): -5.480 / -5.480 eV
HOMO energy (alpha / beta): -0.503 / -0.503 Ha
Kohn-Sham gap (alpha / beta): 8.2 / 8.2 eV

(5)
Density functional theory data (the ωB97M-V functional and the def2-TZVPD basis) for C49H40BMgN8O7PSe2 as an isolated structure.

The geometry in ORCA input format:
```
! wB97M-V def2-TZVPD RIJCOSX def2/J DEFGRID3
* xyz -2 1
Mg -0.40 -0.07 0.33
C 4.11 2.14 2.61
C 3.22 0.97 2.37
C 3.26 -0.28 2.94
C 2.18 -0.98 2.36
N 1.53 -0.20 1.51
N 2.18 1.00 1.52
B 1.77 2.16 0.57
N 1.85 1.65 -0.89
N 1.53 0.37 -1.19
C 2.00 0.15 -2.42
C 2.59 1.31 -2.93
C 2.47 2.25 -1.93
C 2.88 3.68 -1.94
C 2.00 -1.19 -3.03
C 2.07 -1.34 -4.41
C 2.10 -2.60 -4.98
C 2.08 -3.73 -4.17
C 2.02 -3.59 -2.79
C 1.98 -2.33 -2.23
N 0.37 2.67 1.00
N -0.58 1.79 1.42
C -1.58 2.50 1.91
C -1.31 3.87 1.78
C -0.06 3.93 1.19
C 0.73 5.14 0.80
C -2.72 1.87 2.59
C -3.97 2.49 2.60
C -5.04 1.88 3.24
C -4.88 0.66 3.88
C -3.63 0.05 3.88
C -2.56 0.65 3.25
C 1.85 -2.39 2.65
C 1.27 -3.23 1.70
C 0.99 -4.55 2.00
C 1.31 -5.07 3.25
C 1.89 -4.24 4.20
C 2.15 -2.92 3.90
H 4.84 1.89 3.38
H 4.64 2.43 1.70
H 3.54 3.01 2.94
H 3.98 -0.65 3.65
H 2.55 3.06 0.70
H 3.04 1.46 -3.90
H 3.45 3.88 -2.85
H 2.00 4.33 -1.96
H 3.49 3.95 -1.08
H 2.05 -0.46 -5.05
H 2.13 -2.70 -6.06
H 2.10 -4.72 -4.62
H 1.99 -4.46 -2.15
H 1.94 -2.20 -1.15
H -1.92 4.69 2.09
H 0.24 6.03 1.20
H 1.75 5.09 1.17
H 0.77 5.24 -0.28
H -4.11 3.41 2.06
H -6.02 2.35 3.21
H -5.72 0.17 4.35
H -3.50 -0.92 4.35
H -1.59 0.16 3.22
H 0.99 -2.83 0.74
H 0.50 -5.17 1.26
H 1.07 -6.10 3.49
H 2.12 -4.63 5.19
H 2.58 -2.27 4.66
Se -1.11 2.20 -2.63
P -1.79 0.34 -3.43
Se -1.28 -1.53 -2.50
C -1.27 0.23 -5.21
C -1.02 -1.00 -5.81
C -0.63 -1.07 -7.14
C -0.49 0.08 -7.90
C -0.74 1.32 -7.30
C -1.12 1.39 -5.97
C -3.62 0.42 -3.60
C -4.44 -0.63 -3.21
C -5.82 -0.53 -3.33
C -6.40 0.62 -3.85
C -5.58 1.68 -4.23
C -4.21 1.58 -4.10
H -1.11 -1.90 -5.21
H -0.43 -2.04 -7.59
H -0.18 0.03 -8.93
H -0.62 2.23 -7.88
H -1.27 2.35 -5.49
H -3.99 -1.52 -2.79
H -6.45 -1.35 -2.99
H -7.47 0.71 -3.92
H -6.02 2.60 -4.61
H -3.58 2.43 -4.35
O -2.11 -3.49 1.73
C -2.08 -2.33 1.32
O -1.03 -1.59 1.32
C -3.38 -1.69 0.84
C -4.53 -2.39 1.09
C -5.79 -1.84 0.80
C -5.89 -0.56 0.29
C -4.76 0.16 0.02
C -3.42 -0.37 0.23
O -2.40 0.25 -0.13
N -4.98 1.53 -0.46
O -4.04 2.29 -0.49
O -6.13 1.85 -0.74
N -6.99 -2.58 1.09
O -6.88 -3.72 1.54
O -8.07 -2.05 0.88
H -4.44 -3.37 1.53
H -6.86 -0.12 0.10
*
```

Output
F_max: 0.700 eV/Å
DFT total energy: -223825.6880 eV
LUMO level: 3.820 eV
HOMO energy: -0.089 Ha
Kohn-Sham gap: 6.2 eV

(6)
Density functional theory data (the ωB97M-V functional and the def2-TZVPD basis) for a 2-piece molecular cluster, C4H12 overall at a distorted geometry.

The geometry in ORCA input format:
```
! wB97M-V def2-TZVPD RIJCOSX def2/J DEFGRID3
* xyz 1 2
C 0.48 -1.28 1.20
C 0.00 -1.51 2.56
H 0.09 -0.42 0.57
H 1.53 -0.85 1.15
H 0.44 -2.23 0.68
H 0.11 -0.69 3.28
H -1.13 -1.55 2.53
H 0.31 -2.49 2.95
C -0.41 1.78 -1.25
C -0.09 1.00 -2.48
H -1.26 2.43 -1.36
H -0.57 1.11 -0.35
H 0.49 2.29 -0.90
H -0.91 0.36 -2.84
H 0.12 1.68 -3.32
H 0.78 0.35 -2.41
*
```

Output
Expectation value of S²: 0.75
F_max: 1.212 eV/Å
DFT total energy: -4330.8705 eV
LUMO level (alpha / beta): -3.059 / -11.168 eV
HOMO energy (alpha / beta): -0.595 / -0.559 Ha
Kohn-Sham gap (alpha / beta): 13.1 / 4.1 eV

(7)
Density functional theory data (the ωB97M-V functional and the def2-TZVPD basis) for an isolated molecule of C6H13N3O3S at a distorted geometry.

The geometry in ORCA input format:
```
! wB97M-V def2-TZVPD RIJCOSX def2/J DEFGRID3
* xyz 0 1
C 2.69 -0.62 -1.14
C 2.28 -1.55 -0.40
C 2.33 -3.02 -0.30
C -2.88 -0.02 -0.11
C -2.15 1.15 -0.84
C -0.19 2.45 -0.51
N 1.28 -0.74 0.47
N 1.59 0.04 1.54
N 1.08 1.81 -0.67
O 3.32 1.45 0.27
O -3.30 0.36 1.21
O -1.04 1.39 0.01
S 1.95 1.79 0.64
H 2.84 0.39 -1.55
H 1.88 -3.36 -1.25
H 1.70 -3.28 0.49
H 3.34 -3.56 -0.34
H -2.18 -0.85 -0.10
H -3.83 -0.33 -0.63
H -2.80 2.02 -1.00
H -1.74 0.76 -1.87
H -0.51 2.82 -1.52
H -0.33 3.21 0.28
H 0.76 -0.01 0.04
H 2.28 -0.34 2.22
H -2.64 1.04 1.53
*
```

Output
F_max: 2.847 eV/Å
DFT total energy: -27872.5572 eV
LUMO level (alpha / beta): -0.904 / -0.498 eV
HOMO energy (alpha / beta): -0.318 / -0.318 Ha
Kohn-Sham gap (alpha / beta): 7.7 / 8.2 eV

(8)
Density functional theory data (the ωB97M-V functional and the def2-TZVPD basis) for C36H35F5NO5PS as an isolated structure at a distorted geometry.

The geometry in ORCA input format:
```
! wB97M-V def2-TZVPD RIJCOSX def2/J DEFGRID3
* xyz 0 1
C 1.83 3.00 4.24
C 1.38 3.33 2.82
P 0.60 1.98 1.85
C 1.95 0.89 1.20
C -0.36 0.83 3.04
O 0.24 -0.44 3.34
C 0.96 -0.40 4.42
N 1.75 -0.60 5.25
C -1.67 0.44 2.28
O -2.81 0.81 3.09
S -2.32 2.14 3.81
O -2.91 2.41 5.06
O -2.30 3.16 2.84
O -0.87 1.52 4.17
H 2.40 3.84 4.61
H 2.48 2.14 4.30
H 1.01 2.87 4.93
H 0.71 4.17 2.81
H 2.26 3.64 2.27
H 1.68 -0.16 1.28
H 2.91 1.10 1.63
H 1.99 1.11 0.14
H -1.77 1.07 1.41
H -1.72 -0.56 1.88
F -2.57 -4.92 5.55
C -1.48 -4.67 6.30
C -1.23 -5.46 7.41
C -0.11 -5.20 8.18
C 0.74 -4.16 7.84
C 0.47 -3.37 6.73
C -0.64 -3.63 5.95
H -1.91 -6.27 7.66
H 0.11 -5.82 9.04
H 1.62 -3.95 8.45
H 1.13 -2.55 6.47
H -0.87 -3.04 5.08
F 6.78 -1.71 1.52
C 6.11 -2.33 2.52
C 6.41 -3.65 2.80
C 5.73 -4.28 3.83
C 4.75 -3.60 4.54
C 4.46 -2.28 4.24
C 5.15 -1.64 3.22
H 7.17 -4.16 2.23
H 5.96 -5.31 4.07
H 4.22 -4.10 5.34
H 3.70 -1.75 4.79
H 4.94 -0.60 2.97
F -2.19 0.07 -2.40
C -3.13 -0.72 -1.85
C -4.46 -0.39 -2.00
C -5.43 -1.21 -1.44
C -5.05 -2.34 -0.73
C -3.71 -2.66 -0.58
C -2.74 -1.85 -1.15
H -4.73 0.50 -2.55
H -6.47 -0.96 -1.55
H -5.81 -2.98 -0.28
H -3.42 -3.54 -0.02
H -1.69 -2.08 -1.06
F -0.36 5.06 -6.57
C -1.31 4.27 -6.02
C -2.64 4.60 -6.18
C -3.61 3.79 -5.62
C -3.24 2.65 -4.91
C -1.90 2.33 -4.76
C -0.92 3.14 -5.32
H -2.90 5.49 -6.74
H -4.65 4.03 -5.75
H -4.00 2.02 -4.48
H -1.61 1.46 -4.20
H 0.13 2.91 -5.22
F 1.13 0.20 -11.55
C 0.89 1.21 -10.69
C 1.91 2.06 -10.36
C 1.66 3.10 -9.47
C 0.39 3.27 -8.93
C -0.63 2.39 -9.28
C -0.38 1.36 -10.17
H 2.90 1.92 -10.78
H 2.46 3.79 -9.21
H 0.20 4.07 -8.25
H -1.62 2.52 -8.86
H -1.17 0.67 -10.46
*
```

Output
F_max: 3.041 eV/Å
DFT total energy: -83335.4218 eV
LUMO level: 0.215 eV
HOMO energy: -0.336 Ha
Kohn-Sham gap: 9.4 eV

(9)
Density functional theory data (the ωB97M-V functional and the def2-TZVPD basis) for an isolated molecule of C7H10 at a distorted geometry.

The geometry in ORCA input format:
```
! wB97M-V def2-TZVPD RIJCOSX def2/J DEFGRID3
* xyz 0 1
C 1.85 0.56 0.88
C 1.34 -0.73 0.28
C 0.59 -0.58 -1.04
C -0.38 0.34 -0.32
C -1.71 -0.15 0.22
C -1.69 0.76 -0.95
C 0.42 0.24 1.00
H 2.11 1.42 0.28
H 2.41 0.42 1.80
H 1.68 -1.69 0.65
H 0.09 -1.49 -1.40
H 1.19 -0.17 -1.86
H -1.91 -1.21 0.22
H -1.94 0.36 1.16
H -1.84 0.20 -1.87
H -2.18 1.72 -0.93
H -0.04 -0.02 1.96
*
```

Output
F_max: 1.246 eV/Å
DFT total energy: -7417.1527 eV
LUMO level: 1.209 eV
HOMO energy: -0.314 Ha
Kohn-Sham gap: 9.7 eV
Structure (SMILES): C1[C@@H]2CC3(CC3)[C@H]12

(10)
Density functional theory data (the ωB97M-V functional and the def2-TZVPD basis) for an isolated molecule of C8H8INO4 at a distorted geometry.

The geometry in ORCA input format:
```
! wB97M-V def2-TZVPD RIJCOSX def2/J DEFGRID3
* xyz 0 1
C 0.89 -3.17 0.75
O 0.39 -1.84 0.63
C -0.85 -1.67 0.13
O -1.54 -2.60 -0.15
C -1.27 -0.25 0.04
C -2.57 0.11 0.11
I -4.11 -1.15 -0.26
C -3.02 1.71 -0.01
N -4.21 2.30 0.50
O -4.37 3.48 0.37
O -4.98 1.55 1.09
C -2.03 2.48 -0.40
C -0.67 2.11 -0.81
C -0.29 0.86 0.07
H 0.70 -3.46 1.71
H 1.92 -3.08 0.87
H 0.44 -3.73 0.04
H -2.34 3.56 -0.48
H -0.49 1.68 -1.88
H 0.01 2.83 -0.54
H -0.23 1.32 1.10
H 0.78 0.56 -0.17
*
```

Output
F_max: 5.531 eV/Å
DFT total energy: -26200.8435 eV
LUMO level: -0.628 eV
HOMO energy: -0.324 Ha
Kohn-Sham gap: 8.2 eV
Structure (SMILES): COC(=O)C1=C(I)C([N+](=O)[O-])=CCC1

(11)
Density functional theory data (the ωB97M-V functional and the def2-TZVPD basis) for a 3-piece molecular cluster, CH5NO2PS overall at a distorted geometry.

The geometry in ORCA input format:
```
! wB97M-V def2-TZVPD RIJCOSX def2/J DEFGRID3
* xyz -1 1
C -1.80 -0.33 -0.68
N 1.17 -1.02 1.03
O 0.15 1.79 0.02
O 1.96 -0.59 -1.42
P 2.16 -0.06 -0.07
S -3.37 -0.35 -0.16
H 0.70 2.57 0.07
H -1.35 0.70 -0.57
H -1.22 -1.20 -1.06
H 0.23 -0.74 0.84
H 1.37 -0.76 2.00
*
```

Output
F_max: 1.949 eV/Å
DFT total energy: -26827.3824 eV
LUMO level: 3.133 eV
HOMO energy: -0.153 Ha
Kohn-Sham gap: 7.3 eV

(12)
Density functional theory data (the ωB97M-V functional and the def2-TZVPD basis) for an isolated molecule of C4H7NO.

The geometry in ORCA input format:
```
! wB97M-V def2-TZVPD RIJCOSX def2/J DEFGRID3
* xyz 0 1
C 0.66 -0.78 0.50
C -0.66 -1.11 -0.22
O -0.99 -0.27 -1.31
C -0.97 2.12 0.49
N 0.12 1.55 0.40
C 1.05 0.68 0.42
H 0.56 -1.07 1.55
H 1.49 -1.38 0.10
H -0.63 -2.15 -0.56
H -1.49 -1.02 0.48
H -1.45 2.30 -0.48
H 2.08 0.99 0.40
H -0.16 0.05 -1.70
*
```

Output
F_max: 0.457 eV/Å
DFT total energy: -7795.9782 eV
LUMO level: 0.823 eV
HOMO energy: -0.297 Ha
Kohn-Sham gap: 8.9 eV